A cluster of 2 separate species, C2H7N2O in total in a non-equilibrium geometry, computed with ωB97M-V/def2-TZVPD.

Values from the calculation:
highest occupied orbital energy = -14.548 eV
energy relative to the best compared isomer or geometry (same formula, charge and spin) = 23.0 kcal/mol
Kohn-Sham gap = 9.46 eV
net charge = +1
total energy = -7208.1483 eV

Structure (XYZ):
```
12
Properties=species:S:1:pos:R:3:forces:R:3
C -2.246149 0.756307 -0.632259 -0.7 -1.2 -1.3
N -1.171636 1.397109 -0.460880 -0.2 -0.3 -0.1
H -3.160543 1.111557 -1.103041 0.1 1.0 0.8
H -2.254157 -0.324660 -0.534355 0.5 0.0 0.3
H -0.333204 0.813068 -0.309610 0.0 0.1 0.9
H -1.145892 2.403068 -0.481315 0.2 0.4 -0.3
C 1.164812 -1.302517 0.561715 -0.4 -1.0 0.8
N 2.340619 -0.686809 0.790408 -0.4 -0.2 -0.9
O 0.048092 -0.796908 0.547330 0.3 1.1 -0.7
H 1.197699 -2.393184 0.484161 0.4 -0.1 0.1
H 2.386194 0.269177 0.476490 0.3 0.3 0.4
H 3.174160 -1.246205 0.661358 -0.1 0.2 0.0
```
Forces are in eV/Å.